The following is a quantum chemistry calculation of C5H14N3S as an isolated structure, from OMol25.

Properties
Frontier orbital gap   8.8 eV
LUMO   -3.11 eV
ΔE to the lowest compared entry with this formula, charge and spin   283.0 kJ/mol
Total charge   +1
2S+1   1

```
23
C5H14N3S, DFT ωB97M-V/def2-TZVPD
C 0.61 -1.00 -2.44
C 0.08 -1.15 -1.27
C 1.07 -2.16 -3.23
C -1.12 0.58 2.99
C -0.27 0.54 1.73
N -0.16 2.37 1.16
N -0.87 0.11 0.61
N -0.13 0.00 -0.52
S 1.38 0.11 1.99
H 0.79 -0.19 -2.95
H -0.06 -2.03 -0.67
H 0.35 -2.25 -4.00
H 1.15 -3.23 -2.78
H 2.10 -1.97 -3.67
H -1.43 -0.49 3.18
H -0.43 0.81 3.77
H -2.01 1.12 2.80
H 0.74 2.21 0.64
H -0.94 2.60 0.56
H -1.94 0.23 0.62
H -0.32 2.96 1.93
H -0.26 0.87 -1.09
H 1.65 -0.05 0.64
```